[1]
Below is the molecule C23H24N4O4 at a distorted geometry, with properties calculated with ωB97M-V/def2-TZVPD.

XYZ file:
```
55
Properties=species:S:1:pos:R:3:forces:R:3:nbo_charge:R:1
C -3.776 -0.834 -0.176 -0.0914 0.0160 0.0528 -0.6589
C -2.587 -1.342 0.557 0.3358 0.1668 -0.2021 0.2091
C -1.245 -1.026 0.384 -0.4268 -0.4255 0.0908 -0.2527
C -0.652 -0.156 -0.618 0.1757 0.3955 0.1812 0.4422
O -0.943 -0.400 -1.922 0.0187 0.1820 0.0939 -0.6514
C 0.176 0.868 -0.315 -0.3750 -0.2687 -0.6009 -0.2656
C 0.502 1.363 1.013 -0.4981 -0.5085 0.3672 0.5226
O 0.132 0.949 2.089 0.3333 0.3645 -0.1569 -0.5233
C 1.390 2.585 0.784 0.2262 0.5158 0.2580 0.5607
O 1.866 3.319 1.622 -0.0189 -0.0825 0.0924 -0.5903
N 1.523 2.734 -0.554 -0.0570 -0.1336 -0.0364 -0.4010
C 2.272 3.823 -1.132 0.3890 0.2324 0.2400 -0.2212
C 3.788 3.628 -0.994 -0.2430 -0.0215 -0.0809 -0.2276
N 4.295 2.598 -1.883 0.0756 0.0948 0.0901 -0.4528
C 4.538 3.104 -3.216 -0.0301 -0.0863 0.0919 -0.4112
C 5.475 1.950 -1.349 -0.0394 0.0205 -0.0204 -0.4069
C 0.879 1.711 -1.351 0.0730 -0.5374 -0.2021 -0.0795
C 1.850 0.883 -2.136 -0.3765 0.3926 -1.0098 0.2978
C 2.054 0.767 -3.479 -0.2898 0.1463 0.6881 -0.3045
C 3.082 -0.192 -3.638 0.2878 -0.2550 0.3915 -0.3118
C 3.419 -0.584 -2.380 0.3368 -0.1779 -0.8682 0.0885
O 2.675 0.055 -1.468 -0.2550 0.1017 0.5760 -0.4073
C -0.566 -1.796 1.356 -0.4413 0.0633 -0.3197 0.0269
N -1.409 -2.527 2.036 0.5782 -0.4010 0.6902 -0.2579
N -2.633 -2.236 1.579 0.2304 0.5967 -0.5498 -0.1993
C -3.739 -2.887 2.150 -0.5277 -0.4559 0.3173 0.2148
C -3.590 -4.218 2.529 0.0508 0.0786 -0.0960 -0.2278
C -4.649 -4.894 3.101 -0.0123 0.0328 -0.0018 -0.1968
C -5.861 -4.252 3.298 -0.0794 0.0060 0.0416 -0.2122
C -6.001 -2.922 2.941 -0.0729 -0.0692 -0.0048 -0.1999
C -4.944 -2.232 2.374 0.2251 0.0279 -0.0606 -0.2511
H -4.224 0.006 0.356 -0.0807 0.0171 -0.0249 0.2330
H -3.488 -0.473 -1.162 -0.0102 0.0037 -0.0095 0.2281
H -4.527 -1.614 -0.285 -0.0498 0.0395 -0.0504 0.2369
H -1.465 -1.209 -2.000 0.1313 0.0177 0.1549 0.4936
H 1.999 4.734 -0.589 -0.0282 -0.0366 -0.1368 0.2254
H 1.981 3.920 -2.178 -0.0202 0.0414 0.0161 0.2017
H 4.284 4.598 -1.170 0.0253 -0.0215 0.0562 0.1708
H 3.982 3.336 0.039 0.0153 0.0767 -0.0243 0.2230
H 5.337 3.864 -3.239 0.0067 0.0313 0.0058 0.1633
H 4.825 2.276 -3.863 -0.0062 0.0083 -0.0924 0.2050
H 3.628 3.548 -3.613 -0.0378 0.0419 -0.1117 0.1936
H 5.787 1.165 -2.037 0.0698 -0.0384 0.0145 0.1994
H 5.231 1.495 -0.391 0.0567 -0.0422 0.0572 0.2047
H 6.317 2.646 -1.208 0.0519 0.0125 0.0169 0.1621
H 0.172 2.166 -2.059 0.1363 -0.0875 0.0561 0.2179
H 1.536 1.293 -4.256 -0.1849 0.1585 -0.1179 0.2254
H 3.505 -0.538 -4.559 0.1410 -0.1377 -0.1420 0.2258
H 4.141 -1.289 -2.019 0.0663 -0.0735 0.1502 0.2041
H 0.486 -1.837 1.545 0.2554 -0.0160 0.1031 0.2228
H -2.635 -4.697 2.377 0.0576 -0.0384 -0.0171 0.2397
H -4.530 -5.927 3.393 0.0236 -0.0845 0.0166 0.2182
H -6.691 -4.783 3.741 -0.0698 -0.0411 0.0433 0.2163
H -6.937 -2.411 3.114 -0.0657 0.0470 0.0162 0.2174
H -5.051 -1.186 2.138 0.0146 0.1105 -0.0324 0.2195
```
Positions in Å, forces in eV/Å.

Total energy ... -38389.736 eV
Orbital gap ... 8.24 eV
Energy relative to the best compared isomer or geometry (same formula, charge and spin) ... 406.97 kJ/mol
2S+1 ... 1
E_LUMO ... 0.0087 eV
SMILES ... Cc1c(/C(O)=C2\C(=O)C(=O)N(CCN(C)C)[C@H]2c2ccco2)cnn1-c1ccccc1
Total charge ... 0


[2]
Below is a cluster of 2 separate species, C15H32N4O4P in total at a distorted geometry, with properties calculated with ωB97M-V/def2-TZVPD.

XYZ file:
```
56
Properties=species:S:1:pos:R:3:forces:R:3:nbo_charge:R:1
C -3.186 0.752 3.671 1.5777 0.4856 -0.2483 -0.6290
C -2.097 -0.340 3.226 -0.7601 0.2079 -0.0234 -0.4027
C -1.927 -0.419 1.660 -0.6637 0.7425 0.3719 -0.4146
C -1.766 1.080 1.130 -0.0907 -1.7468 1.7040 -0.1242
O -0.882 0.999 -0.012 -0.4052 -0.3236 1.0518 -0.3669
N -0.938 2.117 -0.859 0.7041 0.7815 0.7970 -0.2482
C 0.433 2.221 -1.554 1.2302 -0.9254 -1.1905 -0.2530
C 1.559 1.369 -0.877 1.2298 0.3597 -0.8786 -0.2447
N 1.570 -0.053 -1.346 0.4376 0.7175 0.5932 -0.8203
C -1.162 3.418 -0.183 -1.3410 3.1673 1.3907 0.0317
C -2.332 4.264 -0.431 1.5612 0.6845 1.2843 -0.1661
C -2.399 5.547 0.275 1.9271 -2.2465 -0.1289 -0.2383
C -1.300 5.856 1.173 -1.3210 0.5720 -0.4922 0.0677
N -0.201 5.098 1.426 -1.8663 -0.8112 -1.5929 -0.3766
C -0.166 3.931 0.753 -0.2400 -1.1823 -0.7988 0.0443
P -2.113 1.731 -2.214 -0.9617 0.0018 -3.6900 1.4126
N -3.725 1.564 -1.607 0.7577 -0.2619 -0.3758 -1.1764
O -1.686 0.178 -2.705 -1.4479 1.7555 1.9503 -0.9186
H -3.863 1.050 2.832 0.1992 -0.5572 0.8817 0.1981
H -2.589 1.678 3.919 -0.8820 -0.7320 -0.0920 0.2055
H -3.719 0.442 4.598 0.2167 0.2364 -0.9165 0.2371
H -1.113 -0.051 3.687 -0.9287 -0.5804 -0.2923 0.2064
H -2.479 -1.316 3.625 0.8367 0.6901 -0.4474 0.2256
H -1.063 -1.063 1.348 -0.7934 0.6391 0.2880 0.2369
H -2.898 -0.829 1.261 1.1045 0.2052 0.0916 0.2046
H -2.797 1.441 0.911 1.0721 0.2063 -0.1691 0.2191
H -1.274 1.633 1.979 -0.4919 -0.0638 -1.1504 0.1977
H 0.315 1.810 -2.600 -0.0171 0.3023 1.0563 0.2450
H 0.733 3.289 -1.707 -0.6007 -0.9756 0.5498 0.2591
H 2.536 1.806 -1.250 -1.1117 0.2306 0.4864 0.2076
H 1.612 1.450 0.236 -0.4100 -0.2560 -0.9649 0.2173
H 2.359 -0.465 -0.828 -0.5507 -0.1813 -0.2753 0.3712
H 1.910 -0.044 -2.316 -0.3069 -0.0518 0.4106 0.3568
H -3.137 3.999 -1.142 0.7155 0.1961 0.6322 0.2289
H -3.248 6.240 0.102 0.8274 -0.5953 0.2741 0.2560
H -1.367 6.832 1.719 0.2413 -1.0274 -0.5076 0.2229
H 0.724 3.276 0.935 -0.8377 0.7751 -0.0645 0.2095
H -4.198 0.714 -1.925 0.2500 0.0459 0.4306 0.4107
H -4.275 2.331 -2.012 0.3219 -0.2588 0.3442 0.4120
H -2.328 -0.414 -2.256 0.8483 -0.2769 -0.2900 0.4937
C 4.424 -4.076 0.719 0.1360 0.1279 0.0001 -0.2566
O 4.431 -3.663 -0.640 -0.1740 -0.2332 0.1125 -0.5591
C 4.479 -4.764 -1.544 -0.1009 0.3947 -0.2386 -0.0910
C 3.106 -5.071 -2.120 0.1519 -0.4274 0.2066 -0.0892
O 2.211 -5.536 -1.115 0.0600 0.3527 0.0079 -0.5473
C 1.331 -4.522 -0.663 -0.0827 -0.1699 -0.0271 -0.2540
H 4.125 -3.223 1.330 0.0438 0.0259 -0.0721 0.1821
H 3.722 -4.893 0.897 0.0155 -0.0166 -0.0521 0.1834
H 5.431 -4.383 1.018 -0.0590 -0.0708 0.0773 0.1752
H 4.906 -5.647 -1.059 -0.0961 0.0076 0.0137 0.1821
H 5.145 -4.476 -2.363 0.0069 -0.0430 -0.0084 0.1870
H 3.206 -5.874 -2.856 0.0158 0.0280 -0.0241 0.1918
H 2.694 -4.194 -2.631 0.0413 0.0280 0.0538 0.1687
H 0.547 -4.355 -1.410 -0.0203 0.1292 0.0410 0.1645
H 1.855 -3.583 -0.465 0.0073 -0.0063 -0.0360 0.1733
H 0.867 -4.863 0.262 0.0236 -0.0751 -0.0534 0.1907
```
Positions in Å, forces in eV/Å.

Total energy ... -39502.189 eV
Orbital gap ... 7.87 eV
2S+1 ... 1
E_LUMO ... -3.0739 eV
Total charge ... +1


[3]
Below is a structure of composition C21H12Cl3CrF3N4O6 at a distorted geometry, with properties calculated with ωB97M-V/def2-TZVPD.

XYZ file:
```
50
Properties=species:S:1:pos:R:3:forces:R:3:lowdin_spin:R:1
Cr -1.129 -1.087 -0.169 -0.0410 1.1584 0.2645 0.9818
O 3.886 0.482 -0.774 -0.0464 0.1322 0.0270 0.0000
C 2.729 -0.197 -0.600 0.0734 -0.0137 0.2024 0.0000
O 2.297 -0.939 -1.432 -0.1348 -0.1258 -0.1529 0.0000
C 2.126 0.059 0.750 -0.0703 0.0614 0.0256 -0.0002
C 2.822 0.787 1.700 0.1764 -0.0012 -0.0268 0.0003
C 2.237 0.998 2.942 -0.0081 -0.0049 0.0455 -0.0002
C 0.982 0.487 3.187 -0.0250 0.0469 0.0149 0.0003
C 0.352 -0.217 2.171 -0.1200 -0.0541 -0.1650 -0.0006
N 0.907 -0.434 0.978 0.0179 0.0856 -0.0142 0.0006
C -1.108 -0.654 2.157 -0.1078 -0.1218 -0.0075 0.0047
O -1.733 -0.496 3.396 0.1121 -0.0291 0.0542 0.0006
O -1.669 0.151 1.204 0.0062 -0.2213 0.0547 -0.0027
H 4.158 0.306 -1.684 0.0181 -0.0447 -0.0582 0.0000
H 3.799 1.178 1.462 -0.0292 0.0033 0.0219 0.0000
H 2.760 1.563 3.704 0.0055 -0.0054 -0.0327 0.0000
H 0.465 0.626 4.126 0.0028 -0.0086 -0.0194 0.0000
H -2.590 -0.123 3.155 -0.0539 0.0123 -0.0142 -0.0001
Cl -2.814 -4.178 0.145 -0.0372 0.1023 -0.0827 0.0029
C -2.307 -4.195 1.798 0.1055 0.2595 0.0635 -0.0008
C -2.739 -5.253 2.572 -0.0096 -0.0613 0.0144 0.0003
C -2.338 -5.373 3.893 -0.0895 -0.0662 -0.0193 -0.0009
C -1.432 -4.456 4.384 0.1136 0.0615 0.1028 0.0001
C -0.997 -3.403 3.597 -0.0388 -0.0839 -0.1049 -0.0012
Cl 0.341 -2.490 4.244 -0.0114 0.0342 -0.0003 0.0000
C -1.495 -3.134 2.296 0.1527 -0.0173 -0.0621 0.0018
N -1.221 -2.012 1.559 -0.0421 -0.1232 0.0421 -0.0083
H -3.401 -5.982 2.123 0.0361 0.0363 -0.0026 0.0001
H -2.700 -6.185 4.511 0.0433 0.0162 -0.0302 -0.0001
H -1.016 -4.562 5.378 -0.0239 0.0236 -0.0266 0.0000
Cl 0.269 -2.914 -5.274 -0.0101 -0.0093 0.0100 -0.0002
C 0.442 -3.107 -3.560 0.0093 -0.0626 -0.0020 -0.0003
C 1.413 -3.943 -3.044 -0.0391 0.0183 0.0156 0.0015
C 1.499 -4.061 -1.667 0.0643 -0.0904 -0.0717 -0.0005
C 0.645 -3.319 -0.879 -0.0902 -0.0645 0.1983 0.0027
N -0.281 -2.502 -1.387 0.3512 -0.5488 -0.3858 0.0007
C -0.402 -2.416 -2.710 -0.1073 0.0963 -0.0715 0.0019
H 2.077 -4.485 -3.705 -0.0064 0.0086 0.0039 0.0001
H 2.239 -4.704 -1.212 -0.0372 0.0078 0.0238 -0.0001
H 0.684 -3.362 0.203 0.0456 0.0562 -0.0094 0.0004
H -1.189 -1.776 -3.086 0.0382 0.0683 0.0107 0.0000
F -0.174 3.524 -2.706 0.0078 0.0671 -0.0301 -0.0001
C 0.144 2.246 -2.491 0.0673 -0.1128 0.0269 -0.0004
F 0.315 1.668 -3.695 0.0340 0.0326 0.0251 0.0003
F 1.356 2.240 -1.876 -0.0266 -0.0106 -0.0515 0.0000
C -0.909 1.499 -1.620 0.1724 -0.1311 -0.1760 0.0030
O -1.801 2.146 -1.133 -0.0218 -0.1480 0.0513 0.0060
O -0.620 0.244 -1.576 -0.1096 -0.0412 0.5801 0.0094
N -3.819 -1.386 -1.756 0.3193 0.0198 0.1983 0.0107
C -2.857 -1.287 -1.114 -0.6357 -0.2072 -0.4601 -0.0139
```
Positions in Å, forces in eV/Å.

Total energy ... -114362.291 eV
Orbital gap (alpha / beta) ... 7.19 / 7.15 eV
Energy relative to the best compared isomer or geometry (same formula, charge and spin) ... 0.00 kJ/mol
2S+1 ... 2
E_LUMO (alpha / beta) ... 2.3120 / 2.3546 eV
Total charge ... -1


[4]
Below is a cluster of 3 separate species, C3H12NO3 in total at a distorted geometry, with properties calculated with ωB97M-V/def2-TZVPD.

XYZ file:
```
19
Properties=species:S:1:pos:R:3:forces:R:3:nbo_charge:R:1
C -0.349 1.407 -0.018 1.5917 -1.0205 0.2799 -0.2563
N 0.590 0.694 -0.876 3.4631 1.7545 2.1248 -0.6880
C 1.406 -0.193 -0.008 0.8211 -1.0023 -0.8298 0.1055
O 0.581 -1.159 0.327 -2.0670 -2.2514 2.6549 -0.9155
C -1.227 2.085 -0.972 -1.4050 4.3634 -0.7733 -0.6129
H 0.427 2.072 0.512 -2.0071 -0.5071 -0.0353 0.1838
H -0.944 0.716 0.640 0.7908 0.8570 -0.1371 0.2162
H 0.238 0.268 -1.686 -0.6558 -1.1731 -0.5932 0.3558
H 2.262 -0.735 -0.481 0.0034 1.1141 -0.8753 0.1244
H 1.911 0.188 0.945 -0.7840 1.2205 -1.1320 0.1199
H -2.184 1.620 -1.237 0.3747 -0.2732 0.2074 0.2011
H -1.507 3.177 -0.614 0.2974 -1.9712 -0.5676 0.1806
H -0.622 2.262 -1.888 -0.6204 -0.0263 0.3118 0.2049
H -0.278 -0.940 1.550 0.1296 -1.0785 1.0614 0.5278
H -0.915 -1.290 3.202 1.0427 -1.5271 1.8726 0.4568
O -0.949 -0.892 2.381 -0.9041 2.2511 -3.2032 -1.0980
H 0.828 -2.479 -0.160 -0.4405 0.0294 -0.1378 0.4971
H -0.039 -3.419 -0.979 -5.1977 -0.1210 -2.1297 0.4327
O 0.770 -3.383 -0.638 5.5670 -0.6384 1.9017 -1.0359
```
Positions in Å, forces in eV/Å.

Total energy ... -10937.175 eV
Orbital gap ... 7.79 eV
Energy relative to the best compared isomer or geometry (same formula, charge and spin) ... 214.96 kJ/mol
2S+1 ... 1
E_LUMO ... 4.0205 eV
Total charge ... -1


[5]
Below is the molecule C6H7NO at a distorted geometry, with properties calculated with ωB97M-V/def2-TZVPD.

XYZ file:
```
15
Properties=species:S:1:pos:R:3:forces:R:3:nbo_charge:R:1
O 2.529 -1.012 -0.003 0.3842 1.5613 0.2535 -0.6607
C 1.436 -0.226 -0.115 -1.2431 1.8564 -0.7033 0.4776
N 1.521 1.157 0.026 1.2085 -0.4702 -0.3896 -0.5465
C 0.261 1.862 -0.050 1.2263 -4.7137 0.9194 -0.1336
C -0.594 0.797 -0.124 -0.3069 -0.8510 -1.3638 -0.0217
C 0.117 -0.443 -0.446 -0.5177 0.5446 3.1073 -0.2566
C -1.057 -1.295 0.057 0.1022 -0.6287 -0.0203 -0.3994
C -1.927 0.019 0.039 0.9733 0.7890 -0.0883 -0.4075
H 2.292 -1.921 -0.090 -0.4597 -0.9016 -0.0972 0.4945
H 2.324 1.554 0.474 0.3978 0.3371 -0.3346 0.4016
H 0.355 2.867 -0.204 -0.4764 2.4373 0.2743 0.2142
H -0.908 -1.730 1.107 -0.2602 0.6021 -1.5020 0.2035
H -1.321 -2.081 -0.664 -0.4403 0.0323 0.5051 0.2027
H -2.438 0.202 -0.880 -0.8840 -0.5040 -0.6225 0.2169
H -2.592 0.250 0.872 0.2960 -0.0909 0.0620 0.2150
```
Positions in Å, forces in eV/Å.

Total energy ... -9869.847 eV
Orbital gap ... 8.39 eV
Energy relative to the best compared isomer or geometry (same formula, charge and spin) ... 271.21 kJ/mol
2S+1 ... 1
E_LUMO ... 0.7072 eV
SMILES ... Oc1[nH]cc2c1CC2
Total charge ... 0


[6]
Below is a cluster of 2 separate species, C4H11NO in total at a distorted geometry, with properties calculated with ωB97M-V/def2-TZVPD.

XYZ file:
```
17
Properties=species:S:1:pos:R:3:forces:R:3:nbo_charge:R:1
C 2.492 -0.327 0.294 0.0055 -0.2409 0.0214 -0.4242
N 1.251 -0.340 -0.457 0.0667 1.9003 -1.4126 -0.6575
C 0.757 0.887 -1.024 1.7287 -1.0526 0.3534 0.5505
O 1.201 1.989 -0.772 -0.5930 -1.2311 -0.0815 -0.5757
H 2.597 0.600 0.861 -0.1272 -0.0730 -0.2401 0.2313
H 2.472 -1.158 1.002 0.1356 0.0489 -0.0394 0.2008
H 3.335 -0.442 -0.389 0.2129 0.0812 0.2307 0.1924
H 1.072 -1.180 -0.998 -0.1109 0.3322 0.0788 0.3916
H -0.058 0.686 -1.737 -0.0601 0.1680 0.1307 0.1230
C -1.380 0.310 0.805 1.8994 -1.4069 0.4435 -0.6623
C -2.411 -0.448 -0.013 -0.1026 -0.1628 -0.0709 -0.6104
H -1.533 0.136 1.876 -0.1080 -0.0365 -0.0840 0.1997
H -1.499 1.387 0.666 0.5323 -0.0924 -0.1768 0.2079
H -0.274 -0.156 0.568 -3.3718 1.7755 0.9690 0.2416
H -2.219 -1.525 0.028 -0.1100 0.0850 -0.0376 0.1952
H -2.375 -0.141 -1.063 -0.0783 -0.0925 0.0457 0.1905
H -3.428 -0.278 0.354 0.0807 -0.0023 -0.1304 0.2054
```
Positions in Å, forces in eV/Å.

Total energy ... -7863.139 eV
Orbital gap ... 10.23 eV
Energy relative to the best compared isomer or geometry (same formula, charge and spin) ... 136.45 kJ/mol
2S+1 ... 1
E_LUMO ... 0.8240 eV
SMILES ... CNC=O.CC
Total charge ... 0


Taking the records one at a time from the top gives molar mass values of 420.5; 363.4; 631.7; 110.1; 109.1; 89.1 g mol⁻¹.